Entry from OMol25: C20H47N14O15PS as an isolated structure in a non-equilibrium geometry (ωB97M-V with the def2-TZVPD basis set).

The geometry in XYZ format:
```
98
Properties=species:S:1:pos:R:3:mulliken_charge:R:1
C 4.114 0.881 -0.787 -0.98
C 3.528 0.574 -2.222 0.70
C 1.926 0.602 -2.072 -1.42
C 1.388 -0.869 -1.879 1.88
O 1.006 -1.348 -3.205 -0.32
S -0.648 -1.541 -3.347 0.95
O -0.991 -0.930 -4.609 -0.59
O -0.887 -2.973 -3.310 -0.57
O -1.090 -0.710 -1.970 -0.27
C 0.014 -1.046 -1.104 -1.33
C -0.032 -0.706 0.429 -0.30
P 0.953 -1.924 1.443 0.93
O 0.291 -2.104 2.765 -0.65
O 2.515 -1.415 1.743 -0.55
O 1.067 -3.432 0.763 -0.58
O 3.821 -0.720 -2.742 -0.32
C 5.217 -0.996 -2.861 -0.94
C 5.448 -2.410 -2.186 1.17
C 6.214 -3.452 -2.854 -0.59
C 6.335 -4.742 -2.164 -0.51
C 5.696 -4.973 -0.877 -0.50
C 4.936 -3.918 -0.185 -1.05
C 4.815 -2.627 -0.866 0.13
H 4.686 1.851 -0.876 0.16
H 4.851 0.123 -0.424 0.09
H 3.338 1.064 0.003 0.40
H 3.758 1.375 -2.980 0.40
H 1.465 1.001 -3.015 0.43
H 1.598 1.245 -1.213 0.44
H 2.029 -1.582 -1.286 -0.73
H -0.049 -2.181 -1.087 0.81
H 0.363 0.329 0.602 0.33
H -1.088 -0.741 0.821 0.05
H 2.626 -0.466 1.547 0.31
H 1.936 -3.543 0.318 0.34
H 5.490 -1.149 -3.948 0.33
H 5.909 -0.213 -2.467 0.47
H 6.651 -3.222 -3.850 0.37
H 6.902 -5.550 -2.680 0.34
H 5.793 -5.981 -0.401 0.34
H 4.438 -4.096 0.800 0.47
H 4.210 -1.851 -0.346 0.26
C -3.758 1.137 0.079 0.71
O -3.172 2.215 0.015 -0.78
N -3.620 0.170 -0.861 -0.21
N -4.589 0.815 1.092 -0.11
H -4.091 -0.720 -0.823 0.15
H -3.010 0.367 -1.633 0.07
H -4.717 1.503 1.814 0.09
H -5.074 -0.064 1.163 0.09
C -2.248 1.174 3.661 0.53
O -2.254 0.350 2.763 -0.46
N -1.921 0.852 4.947 -0.45
N -2.565 2.479 3.457 -0.23
H -1.910 1.513 5.701 0.13
H -1.680 -0.106 5.132 0.24
H -2.811 2.750 2.517 0.15
H -2.569 3.174 4.179 0.15
C 3.398 4.305 -2.162 0.66
O 4.488 3.810 -2.397 -0.63
N 3.253 5.442 -1.427 -0.42
N 2.233 3.763 -2.613 -0.28
H 2.367 5.865 -1.222 0.15
H 4.092 5.871 -1.077 0.24
H 2.299 2.924 -3.159 0.22
H 1.328 4.155 -2.430 0.19
C 8.067 0.080 -0.538 0.69
O 7.669 0.054 -1.692 -0.69
N 7.710 -0.860 0.379 -0.30
N 8.901 1.050 -0.072 -0.44
H 8.024 -0.858 1.331 0.17
H 7.093 -1.595 0.068 0.16
H 9.185 1.761 -0.723 0.23
H 9.239 1.090 0.871 0.14
C -8.375 -0.088 0.445 0.67
O -7.880 -1.172 0.707 -0.63
N -7.710 0.873 -0.245 -0.33
N -9.641 0.251 0.825 -0.42
H -8.098 1.770 -0.470 0.16
H -6.772 0.658 -0.541 0.18
H -10.164 -0.436 1.339 0.23
H -10.067 1.135 0.621 0.15
C -5.355 -3.999 0.317 0.58
O -4.910 -2.864 0.346 -0.56
N -4.613 -5.083 0.676 -0.40
N -6.625 -4.279 -0.075 -0.38
H -4.957 -6.025 0.660 0.15
H -3.667 -4.914 0.972 0.22
H -7.203 -3.500 -0.346 0.23
H -7.008 -5.204 -0.107 0.15
C -5.393 5.121 3.824 0.63
O -4.306 4.589 3.673 -0.62
N -5.705 6.323 3.266 -0.42
N -6.387 4.557 4.564 -0.38
H -6.592 6.776 3.378 0.16
H -4.995 6.769 2.712 0.22
H -6.192 3.668 4.992 0.22
H -7.287 4.976 4.702 0.16
```

Calculated values
F_max: 0.07339 hartree/bohr
gap between HOMO and LUMO: 9.10 eV
M: 786.7 g mol⁻¹